{
  "formula": "C2H2ClO3PS",
  "method": "wB97M-V/def2-TZVPD",
  "orbital_gap_ev": 8.64,
  "mol_weight_g_mol": 172.53,
  "e_lumo_ev": -1.5,
  "charge": 0,
  "de_lowest_ev": 0.2057,
  "e_homo_ev": -10.14,
  "elements": ["C", "C", "O", "O", "O", "P", "S", "Cl", "H", "H"],
  "xyz": [[0.43, -1.38, -0.88], [0.01, 0.09, -0.43], [-0.45, -2.14, -1.11], [4.19, 0.45, -1.08], [1.70, -1.60, -1.05], [3.03, 0.11, -0.24], [1.37, 1.41, -0.49], [3.38, -0.57, 1.48], [-0.80, 0.24, -0.99], [-0.36, 0.04, 0.58]],
  "lowdin_charge": [-0.6840, -0.3411, 0.0974, -0.3640, -0.1093, 0.1233, 0.6742, 0.5053, 0.0303, 0.0680]
}



{
  "formula": "C21H19Cl2CuN2O2STe",
  "method": "wB97M-V/def2-TZVPD",
  "orbital_gap_ev": 4.67,
  "mol_weight_g_mol": 625.51,
  "e_lumo_ev": 4.5,
  "charge": -2,
  "de_lowest_ev": 0.7345,
  "e_homo_ev": -0.13,
  "elements": ["Cu", "Cl", "C", "C", "C", "C", "C", "Cl", "C", "S", "H", "H", "H", "O", "N", "N", "O", "C", "C", "C", "C", "C", "C", "H", "H", "H", "H", "H", "C", "C", "C", "C", "C", "C", "Te", "C", "C", "C", "H", "H", "H", "H", "H", "H", "H", "H", "H", "H", "H"],
  "xyz": [[0.18, -1.84, 1.22], [0.90, -4.44, 2.02], [-0.48, -4.82, 3.03], [-0.49, -6.05, 3.64], [-1.55, -6.42, 4.45], [-2.60, -5.53, 4.63], [-2.57, -4.30, 4.01], [-3.90, -3.24, 4.28], [-1.51, -3.87, 3.18], [-1.59, -2.31, 2.46], [0.34, -6.72, 3.48], [-1.57, -7.39, 4.93], [-3.45, -5.78, 5.25], [1.77, -0.70, 1.28], [2.59, -1.01, 0.31], [2.00, -1.59, -0.71], [0.72, -1.95, -0.71], [2.75, -1.80, -1.84], [4.11, -1.44, -1.88], [4.85, -1.65, -3.02], [4.27, -2.20, -4.16], [2.92, -2.54, -4.13], [2.16, -2.35, -3.00], [4.55, -1.01, -1.00], [5.89, -1.38, -3.04], [4.85, -2.34, -5.06], [2.45, -2.96, -5.02], [1.12, -2.60, -2.96], [-2.30, 6.99, -1.30], [-1.85, 5.61, -0.90], [-2.53, 4.47, -1.29], [-2.08, 3.20, -0.97], [-2.88, 2.02, -1.40], [-0.89, 3.02, -0.25], [-0.11, 1.08, 0.03], [-0.23, 4.17, 0.19], [1.01, 4.08, 1.03], [-0.70, 5.43, -0.13], [-3.23, 6.94, -1.88], [-1.55, 7.48, -1.91], [-2.48, 7.61, -0.42], [-3.45, 4.57, -1.87], [-3.82, 2.33, -1.86], [-3.11, 1.38, -0.54], [-2.33, 1.41, -2.11], [1.16, 3.05, 1.35], [0.94, 4.72, 1.91], [1.89, 4.39, 0.46], [-0.16, 6.31, 0.21]],
  "lowdin_charge": [-0.1523, 0.6931, -0.6535, -0.1592, -0.1351, -0.1634, -0.7193, 0.6169, -0.7332, 0.6233, 0.0852, 0.0801, 0.0846, -0.3479, -0.0063, -0.2508, -0.2511, -0.1787, -0.0255, -0.1186, -0.1288, -0.1110, -0.0088, 0.0969, 0.0901, 0.0818, 0.0926, 0.1073, -0.0877, -0.3124, -0.0555, -0.3513, -0.1483, -0.5807, 0.9033, -0.3441, -0.1256, -0.0581, 0.0581, 0.0645, 0.0633, 0.0952, 0.0549, 0.0493, 0.0464, -0.0192, 0.0639, 0.0709, 0.1048]
}



{
  "formula": "C4H7O4P",
  "method": "wB97M-V/def2-TZVPD",
  "orbital_gap_ev": 5.98,
  "mol_weight_g_mol": 150.07,
  "e_lumo_ev": 6.1,
  "charge": -2,
  "de_lowest_ev": 1.1755,
  "e_homo_ev": 0.17,
  "elements": ["C", "C", "C", "C", "O", "O", "O", "O", "P", "H", "H", "H", "H", "H", "H", "H"],
  "xyz": [[-2.14, 1.85, 0.57], [-1.72, 0.61, 0.40], [-1.48, 0.08, -0.92], [2.25, -0.35, 0.88], [0.95, -0.99, -1.52], [2.02, -2.76, 0.25], [3.50, -1.35, -1.28], [1.34, 0.10, 1.55], [2.13, -1.48, -0.65], [-2.18, 2.20, 1.62], [-2.36, 2.51, -0.28], [-1.95, 0.76, -1.65], [-1.83, -0.88, -0.72], [-0.43, -0.07, -1.06], [3.30, -0.33, 1.48], [-1.41, 0.11, 1.34]],
  "lowdin_charge": [-0.0908, -0.2895, -0.1269, -0.3388, -0.4650, -0.5039, -0.5091, -0.1358, 0.0785, 0.0295, 0.0343, 0.0841, 0.0553, 0.0065, 0.0686, 0.1030]
}